ORCA calculation (ωB97M-V/def2-TZVPD) on a structure of composition C36H39BFN5PS2Ti in a non-equilibrium geometry.

```
86
Properties=species:S:1:pos:R:3:forces:R:3
Ti -1.216796 -1.152207 0.009072 0.58 1.13 0.03
C -0.052474 -0.596090 2.511944 -0.08 -0.33 -0.12
C 1.442387 -0.887862 2.451108 0.09 0.10 0.01
C 1.712860 -2.322587 2.896684 0.03 -0.13 -0.02
C 2.102529 -0.531606 1.122245 0.06 0.12 -0.02
C 3.111996 0.425032 1.190998 -0.03 -0.02 -0.04
C 3.806586 0.825068 0.063554 0.03 0.04 0.08
C 3.477062 0.269470 -1.154256 -0.12 -0.08 -0.10
C 2.462931 -0.679539 -1.285690 0.16 0.13 0.03
C 2.219252 -1.160632 -2.716232 0.05 0.13 0.04
C 3.137395 -2.329091 -3.084011 0.03 -0.14 0.00
C 0.786271 -1.443846 -3.155319 -0.12 -0.01 -0.04
C 1.775156 -1.093679 -0.130430 -0.38 -0.29 0.08
N 0.710920 -2.052412 -0.259780 0.39 0.15 0.31
C 1.158215 -3.340086 -0.449386 -0.54 0.23 -0.04
C 2.441591 -3.815187 -0.132453 0.14 -0.03 0.07
C 2.815659 -5.133274 -0.339830 -0.18 -0.07 -0.05
C 1.917736 -6.049224 -0.874947 0.18 -0.03 0.04
C 0.640658 -5.613406 -1.201918 -0.15 0.12 -0.04
C 0.288964 -4.299466 -0.994399 0.35 -0.42 0.13
F -0.956364 -3.924914 -1.346152 -0.25 0.14 -0.12
H -0.450249 -0.699964 3.524940 0.11 0.10 0.04
H -0.564376 -1.404669 1.966498 -0.08 0.06 0.17
H -0.316084 0.388948 2.129358 -0.03 -0.06 -0.08
H 1.918284 -0.223211 3.180564 0.00 -0.06 0.02
H 1.200225 -3.036398 2.250729 -0.02 0.01 -0.02
H 1.364323 -2.476603 3.921358 -0.03 0.01 0.01
H 2.777236 -2.559386 2.862872 0.02 0.04 0.01
H 3.352251 0.861345 2.154400 0.02 0.02 0.01
H 4.584278 1.575445 0.132962 0.01 0.01 0.01
H 3.990077 0.598768 -2.050957 0.03 0.02 0.00
H 2.547521 -0.309300 -3.323321 -0.03 -0.04 -0.01
H 2.898298 -3.225680 -2.509787 -0.01 0.06 -0.07
H 4.185124 -2.083882 -2.897220 0.01 0.02 0.01
H 3.026682 -2.571617 -4.143699 0.01 0.02 -0.03
H 0.403118 -2.387940 -2.776298 0.03 -0.02 -0.02
H 0.769352 -1.493048 -4.248139 -0.01 -0.01 0.00
H 0.101883 -0.651306 -2.851847 0.03 0.05 0.02
H 3.167091 -3.117992 0.267265 -0.03 0.03 0.01
H 3.821731 -5.436458 -0.079553 0.02 -0.05 -0.01
H 2.197127 -7.080083 -1.045218 0.04 -0.01 0.02
H -0.104169 -6.270107 -1.634592 0.04 -0.05 0.01
B -3.559074 -1.329667 -1.103425 -0.37 -0.19 0.16
N -3.801090 -0.054378 -0.241688 0.06 -0.37 0.04
C -4.779487 0.856007 -0.184631 -0.15 -0.08 -0.19
C -4.551087 1.677844 0.899890 -0.02 0.02 0.00
C -3.370225 1.190361 1.458018 0.21 -0.05 0.12
N -2.928490 0.143882 0.770713 0.05 -0.23 -0.23
N -3.631270 -2.571370 -0.130466 0.33 0.35 0.13
C -4.644953 -3.342582 0.269102 -0.15 -0.06 -0.13
C -4.237361 -4.085504 1.364485 -0.04 0.05 -0.11
C -2.920689 -3.672687 1.579260 0.27 -0.02 0.05
N -2.562026 -2.763762 0.683871 -0.37 0.09 -0.31
H -2.426738 -1.312741 -1.616032 -0.05 0.00 0.15
H -4.368772 -1.426363 -1.981166 -0.06 0.02 -0.01
H -5.551695 0.867205 -0.934997 -0.03 0.02 0.01
H -5.118953 2.538202 1.203001 -0.02 0.02 0.02
H -2.798221 1.556826 2.297057 -0.07 0.04 0.02
H -5.580408 -3.306568 -0.264499 -0.04 -0.05 0.05
H -4.801350 -4.815809 1.915819 -0.02 -0.02 0.01
H -2.207212 -3.992511 2.323166 -0.05 -0.03 0.02
S -2.740928 3.616001 -1.643172 0.14 -0.14 0.02
P -1.035361 3.180473 -0.748802 -0.29 0.09 0.07
S -0.198177 1.361178 -0.807974 0.18 -0.46 -0.14
C -1.118545 3.665384 1.027211 -0.05 0.15 0.05
C -0.279115 3.092817 1.978071 0.08 0.00 -0.14
C -0.361122 3.463807 3.312146 0.05 -0.04 0.01
C -1.283306 4.418795 3.712857 -0.04 0.03 0.05
C -2.117891 5.003546 2.770410 -0.02 0.01 0.03
C -2.035403 4.629082 1.438632 -0.04 -0.06 -0.13
C 0.295832 4.272347 -1.380577 0.12 -0.01 0.03
C 1.532949 4.301467 -0.739761 0.03 -0.07 0.03
C 2.559628 5.091838 -1.225529 0.02 0.02 -0.01
C 2.366380 5.855522 -2.370177 0.03 0.02 -0.01
C 1.142379 5.822460 -3.018044 -0.01 0.04 -0.04
C 0.109338 5.037969 -2.522548 -0.11 0.00 0.06
H 0.438336 2.346819 1.655738 0.00 -0.02 0.02
H 0.297798 2.998955 4.035801 -0.01 0.01 0.03
H -1.355305 4.706240 4.754863 0.01 -0.01 0.01
H -2.843746 5.748381 3.073005 0.00 0.00 0.02
H -2.702436 5.055541 0.699159 0.00 0.01 0.00
H 1.705287 3.684723 0.133723 -0.02 -0.02 -0.01
H 3.514760 5.102695 -0.715094 0.01 0.01 -0.01
H 3.168860 6.472756 -2.755714 0.01 -0.01 0.00
H 0.984934 6.410173 -3.914315 0.01 0.01 0.00
H -0.858343 5.013286 -3.008496 0.01 -0.01 -0.01
```
Forces are in eV/Å.

Computed properties:
energy above the lowest of the compared OMol25 structures with the same formula, charge and spin = 0.0 kJ/mol
spin multiplicity = 3
gap between HOMO and LUMO (spin up / spin down) = 6.376 / 7.216 eV
calculated total energy = -102890.495 eV
charge = -1